Entry 1:
Density functional theory data (ωB97M-V with the def2-TZVPD basis set) for the ion C8H14 with charge -1 at a distorted geometry.

Computed properties:
<S²> ... 0.76
Energy relative to the best compared isomer or geometry (same formula, charge and spin) ... 28.8 kcal per mole
Calculated total energy ... -8519.778 eV
Charge ... -1
Orbital gap (alpha / beta) ... 3.42 / 7.36 eV
Highest occupied orbital energy (alpha / beta) ... 0.6700 / -3.3657 eV
Spin multiplicity ... 2
Strongest force on any atom ... 3.08 eV/A

Geometry as XYZ:
```
22
Properties=species:S:1:pos:R:3:forces:R:3:nbo_charge:R:1
C 1.610 1.801 1.037 -1.44 -0.12 -0.14 -0.627
C 0.075 1.635 0.825 0.50 -1.11 0.20 -0.387
C -0.582 0.305 1.304 0.46 1.36 -0.06 -0.424
C -0.269 -0.913 0.483 -0.95 0.58 -2.63 -0.110
C -0.539 -2.160 0.959 -0.27 -0.66 2.42 -0.601
C 0.938 -1.458 -1.636 -1.33 0.55 -1.49 -0.606
C -0.074 -0.749 -0.980 1.88 -1.87 1.55 -0.115
C -1.081 -0.145 -1.872 -1.25 1.66 -0.61 -0.640
H 1.761 2.871 1.201 0.58 -0.10 -0.27 0.184
H 1.976 1.253 1.905 0.04 -0.07 0.00 0.192
H 2.041 1.410 0.117 0.63 0.20 0.25 0.222
H -0.063 1.597 -0.258 -0.29 0.70 0.03 0.208
H -0.467 2.454 1.311 -0.01 0.05 -0.32 0.168
H -1.646 0.592 1.248 -0.25 -0.57 0.33 0.165
H -0.290 0.170 2.350 -0.31 -0.27 0.11 0.185
H -0.938 -3.070 0.514 0.59 0.33 -0.87 0.170
H -0.721 -2.208 2.042 0.19 -0.02 0.00 0.140
H 1.737 -2.127 -1.360 -0.15 0.13 0.82 0.185
H 0.738 -1.436 -2.712 0.56 -0.25 -0.13 0.138
H -1.822 0.480 -1.359 0.11 -0.07 0.27 0.191
H -0.674 0.527 -2.641 0.32 -0.01 0.06 0.183
H -1.709 -0.830 -2.476 0.39 -0.43 0.47 0.180
```
Forces are in eV/Å.

---

Entry 2:
Density functional theory data (ωB97M-V with the def2-TZVPD basis set) for the molecule C8H14 at a distorted geometry.

Computed properties:
Energy relative to the best compared isomer or geometry (same formula, charge and spin) ... 63.8 kcal per mole
Calculated total energy ... -8520.314 eV
Charge ... 0
Orbital gap ... 10.14 eV
Highest occupied orbital energy ... -9.0020 eV
Strongest force on any atom ... 5.40 eV/A

Geometry as XYZ:
```
22
Properties=species:S:1:pos:R:3:forces:R:3:nbo_charge:R:1
C 1.031 2.790 -1.422 -1.56 -3.70 0.34 -0.425
C 0.463 1.681 -0.723 3.02 4.38 -0.93 -0.174
C -1.553 -0.916 1.143 2.06 0.48 -0.18 -0.172
C -0.291 -0.710 0.801 0.28 -1.02 -1.63 -0.188
C -1.959 -0.984 2.572 -0.26 -1.23 -2.80 -0.641
C 1.890 -1.017 -0.700 -3.13 0.43 -1.75 -0.613
C -0.149 0.449 -1.333 -1.30 1.25 0.20 -0.456
C 0.276 -0.822 -0.635 1.47 1.35 0.85 -0.225
H 0.877 2.830 -2.546 0.51 0.11 1.48 0.188
H 1.742 3.481 -0.930 -1.00 -0.22 -0.29 0.206
H 0.660 1.835 0.388 -0.57 -1.06 -1.34 0.207
H -2.193 -1.197 0.355 -1.24 -0.21 -0.68 0.186
H 0.420 -0.586 1.562 1.03 0.49 1.12 0.184
H -1.595 -0.201 3.112 1.55 1.69 1.76 0.216
H -1.657 -1.977 2.799 -0.03 -0.69 1.39 0.223
H -2.983 -0.858 2.544 -2.41 -0.24 0.62 0.210
H 2.207 -1.111 -1.772 -0.39 -0.49 0.92 0.210
H 1.978 -1.894 -0.114 1.26 -0.81 0.50 0.212
H 2.385 -0.123 -0.389 0.31 0.33 0.91 0.216
H -0.087 0.429 -2.420 0.65 0.07 -0.10 0.214
H -1.230 0.520 -1.167 -0.12 0.02 0.02 0.217
H -0.233 -1.617 -1.128 -0.13 -0.94 -0.42 0.205
```
Forces are in eV/Å.

---

Entry 3:
Density functional theory data (ωB97M-V with the def2-TZVPD basis set) for the molecule C8H14 at a distorted geometry.

Computed properties:
Energy relative to the best compared isomer or geometry (same formula, charge and spin) ... 62.5 kcal per mole
Calculated total energy ... -8520.371 eV
Charge ... 0
Orbital gap ... 9.56 eV
Highest occupied orbital energy ... -8.5252 eV
Strongest force on any atom ... 4.21 eV/A

Geometry as XYZ:
```
22
Properties=species:S:1:pos:R:3:forces:R:3:nbo_charge:R:1
C 3.161 0.381 0.339 -0.01 0.01 0.75 -0.402
C 2.056 0.067 -0.340 1.24 -0.11 -0.57 -0.182
C 0.736 0.289 0.206 -2.61 -0.20 -2.05 -0.242
C -0.565 0.747 -0.650 1.07 0.66 2.19 -0.177
C -0.504 -0.594 0.021 -0.16 1.13 -0.12 -0.070
C -1.444 1.955 -0.285 0.25 0.66 -4.15 -0.621
C -0.547 -1.797 -0.838 -0.36 -1.08 -0.68 -0.590
C -1.318 -0.894 1.207 -1.68 1.75 2.12 -0.601
H 4.189 0.223 0.105 0.39 -0.40 -1.22 0.196
H 3.188 0.785 1.341 -0.90 0.23 0.25 0.182
H 2.177 -0.374 -1.339 -0.19 0.14 0.35 0.202
H 0.745 0.758 1.129 0.02 0.73 1.87 0.208
H -0.323 0.662 -1.644 0.32 -0.09 -2.39 0.198
H -1.732 1.891 0.672 -1.09 0.07 3.62 0.201
H -2.365 2.137 -0.911 0.38 -1.45 0.45 0.215
H -1.095 2.980 -0.521 1.18 -0.65 0.61 0.221
H -0.740 -2.659 -0.175 0.68 0.02 -0.76 0.205
H 0.378 -1.855 -1.341 1.22 -0.75 -0.76 0.209
H -1.317 -1.853 -1.636 0.10 0.52 0.61 0.215
H -0.842 -0.839 2.183 0.70 -0.19 -0.02 0.216
H -1.718 -1.885 1.110 -0.68 -0.11 0.31 0.210
H -2.121 -0.127 1.369 0.14 -0.86 -0.41 0.208
```
Forces are in eV/Å.

---

Entry 4:
Density functional theory data (ωB97M-V with the def2-TZVPD basis set) for the molecule C8H14 at a distorted geometry.

Computed properties:
Energy relative to the best compared isomer or geometry (same formula, charge and spin) ... 38.1 kcal per mole
Calculated total energy ... -8521.428 eV
Charge ... 0
Orbital gap ... 10.25 eV
Highest occupied orbital energy ... -9.2996 eV
Strongest force on any atom ... 3.92 eV/A

Geometry as XYZ:
```
22
Properties=species:S:1:pos:R:3:forces:R:3:nbo_charge:R:1
C 0.525 0.015 -0.571 3.04 -0.73 0.86 -0.028
C 0.122 -0.222 0.876 -3.69 -1.25 0.38 -0.217
C -0.483 -1.006 -1.110 -0.08 -0.04 -0.09 -0.463
C 0.355 1.415 -1.126 -0.10 -0.26 0.29 -0.614
C -0.086 0.937 1.826 -0.33 -0.34 0.02 -0.621
C 2.054 -0.404 -0.563 -1.21 0.28 -1.73 -0.600
C -1.206 -1.004 0.222 1.46 1.95 0.20 0.062
C -2.492 -1.110 0.495 0.06 -0.39 0.36 -0.442
H 0.653 -1.027 1.387 0.54 0.24 -0.29 0.211
H -1.060 -0.663 -1.971 -0.07 -0.13 -0.03 0.211
H -0.031 -1.972 -1.339 0.04 -0.03 -0.03 0.218
H -0.689 1.713 -1.052 -0.12 0.13 -0.16 0.213
H 0.952 2.140 -0.577 0.07 0.06 0.07 0.211
H 0.675 1.435 -2.168 -0.10 0.03 -0.09 0.215
H 0.868 1.342 2.158 0.09 0.08 0.01 0.210
H -0.630 0.590 2.703 0.05 0.03 0.15 0.216
H -0.678 1.735 1.385 0.00 0.09 -0.12 0.209
H 2.342 -0.467 -1.611 0.56 0.05 -0.14 0.199
H 2.662 0.348 -0.067 0.00 0.03 0.11 0.207
H 2.226 -1.388 -0.130 -0.17 0.04 0.16 0.205
H -2.863 -1.049 1.507 -0.10 0.35 0.12 0.200
H -3.215 -1.360 -0.273 0.05 -0.20 -0.05 0.199
```
Forces are in eV/Å.